w) This record from OMol25 describes C5H5NO as an isolated structure. The level of theory is wB97M-V/def2-TZVPD.

XYZ file:
```
12
Properties=species:S:1:pos:R:3:nbo_charge:R:1
O 0.20 -0.85 1.51 -0.52
C -1.01 -0.72 0.99 0.20
C -1.12 0.18 0.00 -0.37
C 0.98 0.47 0.61 -0.03
C 0.21 0.48 -0.67 -0.41
C 0.65 -0.52 -1.67 0.28
N 1.01 -1.30 -2.44 -0.31
H -1.85 -1.35 1.32 0.21
H -2.01 0.72 -0.26 0.23
H 1.93 -0.02 0.71 0.22
H 0.89 1.46 1.10 0.22
H 0.13 1.45 -1.19 0.27
```

Summary:
gap between HOMO and LUMO = 0.3524 Ha
charge = 0
LUMO energy = 0.70 eV
highest occupied orbital energy = -0.327 Eh

---

x) This record from OMol25 describes C5H5NO as an isolated structure. The level of theory is wB97M-V/def2-TZVPD.

XYZ file:
```
12
Properties=species:S:1:pos:R:3:nbo_charge:R:1
C 1.82 0.53 0.07 -0.06
C 0.40 -0.81 -0.02 0.21
C -0.81 -1.32 0.00 -0.14
C -1.00 0.97 -0.01 -0.06
C 0.30 0.55 -0.03 -0.20
H 2.46 0.74 0.94 0.21
H 2.25 1.00 -0.92 0.18
H -1.35 -2.23 -0.09 0.21
H -2.65 -0.23 0.19 0.41
H -1.57 1.93 -0.14 0.22
N -1.67 -0.20 0.03 -0.50
O 1.81 -0.93 -0.03 -0.49
```

Summary:
gap between HOMO and LUMO = 0.3448 Ha
charge = 0
LUMO energy = 1.00 eV
highest occupied orbital energy = -0.308 Eh

---

Which of them is most stable? Easy: w).

---

w) This record from OMol25 describes a 3-piece molecular cluster, CH6NO4 overall. The level of theory is wB97M-V/def2-TZVPD.

XYZ file:
```
12
Properties=species:S:1:pos:R:3:nbo_charge:R:1
N -0.33 -1.81 -1.36 -0.89
C -0.16 -0.58 -0.76 0.87
O -0.46 0.43 -1.41 -0.78
O 0.22 -0.61 0.47 -0.84
H -0.81 -1.89 -2.25 0.38
H -0.04 -2.59 -0.82 0.38
H -0.99 1.80 1.46 0.48
H -1.25 0.29 1.63 0.50
O -1.43 1.16 2.00 -0.99
H 1.98 1.62 -0.09 0.44
H 1.19 0.47 0.66 0.50
O 2.08 1.06 0.71 -1.05
```

Summary:
gap between HOMO and LUMO = 0.3360 Ha
charge = -1
LUMO energy = 4.17 eV
highest occupied orbital energy = -0.183 Eh

---

x) This record from OMol25 describes a 3-piece molecular cluster, CH6NO4 overall. The level of theory is wB97M-V/def2-TZVPD.

XYZ file:
```
12
Properties=species:S:1:pos:R:3:nbo_charge:R:1
N -1.90 0.47 -0.36 -0.91
C -0.78 -0.43 -0.34 0.86
O -0.18 -0.49 0.77 -0.84
O -0.53 -1.02 -1.41 -0.79
H -1.79 1.18 0.35 0.37
H -2.03 0.81 -1.30 0.36
H 1.38 -1.10 0.33 0.51
H 2.26 -1.86 -0.66 0.45
O 2.32 -1.38 0.17 -1.01
H 0.23 1.72 1.50 0.49
H 0.45 1.92 0.06 0.48
O 0.37 2.45 0.87 -0.97
```

Summary:
gap between HOMO and LUMO = 0.3380 Ha
charge = -1
LUMO energy = 4.19 eV
highest occupied orbital energy = -0.184 Eh

---

y) This record from OMol25 describes a 3-piece molecular cluster, CH6NO4 overall. The level of theory is wB97M-V/def2-TZVPD.

XYZ file:
```
12
Properties=species:S:1:pos:R:3:nbo_charge:R:1
N -0.68 0.49 -1.74 -0.90
C 0.20 -0.28 -0.98 0.88
O 0.79 0.37 -0.03 -0.86
O 0.36 -1.47 -1.26 -0.77
H -1.04 1.35 -1.36 0.39
H -1.31 -0.08 -2.26 0.37
H 1.46 -0.90 1.04 0.51
H 1.09 -2.33 1.06 0.46
O 1.66 -1.74 1.52 -1.01
H -0.33 1.26 0.79 0.51
H -1.11 1.49 2.06 0.45
O -1.10 1.85 1.16 -1.02
```

Summary:
gap between HOMO and LUMO = 0.3391 Ha
charge = -1
LUMO energy = 4.15 eV
highest occupied orbital energy = -0.187 Eh

---

Which of them is most stable? Easy: y).